14
Properties=species:S:1:pos:R:3:forces:R:3:lowdin_charge:R:1 method="wB97M-V/def2-TZVPD" gap_ev=10.4 max_force_ha_per_bohr=0.011 multiplicity=1 homo_ev=-9.57 relative_energy_kcal_mol=38.9 smiles="CO[C@@H](C)C=O"
C -0.809536 1.043394 1.488566 -0.1 0.1 0.3 -0.115
O -0.583914 0.900436 0.106107 0.1 0.1 -0.1 -0.161
C -0.145044 -0.355330 -0.360334 0.1 -0.2 -0.1 -0.383
C 0.213627 -0.176032 -1.824280 0.0 0.0 -0.1 -0.030
C 1.039785 -0.926829 0.408974 0.2 -0.3 -0.1 -0.195
O 1.753250 -1.792723 -0.039592 -0.3 0.4 0.2 0.064
H -1.564685 1.824640 1.607775 0.1 -0.1 0.0 0.090
H -1.179227 0.120506 1.959698 0.0 0.1 -0.1 0.096
H 0.100597 1.367239 2.011050 -0.1 -0.1 0.0 0.085
H -0.955092 -1.103187 -0.257607 0.1 0.1 0.0 0.161
H -0.661106 0.154670 -2.388816 0.1 -0.1 0.1 0.086
H 0.990903 0.589650 -1.908718 -0.1 -0.1 0.0 0.094
H 0.593685 -1.112461 -2.235917 -0.1 0.1 0.0 0.084
H 1.206758 -0.533973 1.433095 0.0 0.0 -0.1 0.124